# 1
{"formula": "C21H28N5O2S2", "method": "ωB97M-V/def2-TZVPD", "homo_ev": -11.3, "total_charge": 1, "homo_lumo_gap_ev": 6.78, "elements": ["C", "C", "N", "C", "C", "C", "C", "C", "C", "C", "C", "C", "N", "C", "S", "O", "O", "C", "C", "C", "S", "H", "H", "H", "H", "H", "H", "H", "H", "H", "H", "H", "H", "H", "H", "H", "H", "H", "H", "H", "C", "C", "N", "H", "H", "H", "C", "C", "N", "H", "H", "H", "C", "C", "N", "H", "H", "H"], "xyz": [[2.930, -1.704, 1.769], [3.189, -1.885, 0.209], [3.729, -2.992, -0.153], [2.738, -0.737, -0.804], [1.504, -0.014, -0.127], [1.663, 1.359, 0.510], [3.037, 2.131, 0.504], [0.468, 1.974, 1.183], [0.592, 3.413, 1.844], [-0.823, 1.238, 1.202], [-2.097, 1.752, 1.858], [-3.329, 0.949, 1.784], [-3.412, -0.302, 1.150], [-4.640, -1.118, 1.020], [-5.667, -1.216, 2.545], [-6.531, -0.021, 2.651], [-6.559, -2.377, 2.337], [-2.257, -0.815, 0.551], [-0.954, -0.125, 0.541], [0.218, -0.770, -0.134], [0.078, -2.421, -0.909], [2.925, -0.621, 2.071], [1.957, -2.205, 2.065], [3.749, -2.216, 2.343], [3.797, -2.956, -1.187], [3.577, -0.023, -1.048], [2.431, -1.190, -1.789], [3.580, 2.047, 1.487], [3.724, 1.799, -0.318], [2.854, 3.236, 0.330], [1.357, 4.056, 1.339], [-0.413, 3.906, 1.650], [0.748, 3.350, 2.960], [-2.042, 2.738, 2.380], [-4.261, 1.376, 2.254], [-4.329, -2.161, 0.742], [-5.284, -0.685, 0.205], [-4.941, -1.487, 3.692], [-2.310, -1.819, 0.040], [0.841, -2.458, -2.059], [-1.119, 0.157, -3.991], [0.301, -0.175, -3.714], [1.413, -0.423, -3.509], [-1.312, 0.093, -5.062], [-1.771, -0.543, -3.468], [-1.336, 1.170, -3.650], [-4.855, 4.576, 0.551], [-4.079, 3.545, -0.189], [-3.478, 2.746, -0.763], [-5.773, 4.138, 0.942], [-4.262, 4.961, 1.380], [-5.108, 5.398, -0.118], [7.021, -4.613, -2.321], [5.747, -4.104, -2.889], [4.755, -3.711, -3.347], [7.130, -5.674, -2.549], [7.862, -4.068, -2.751], [7.024, -4.479, -1.239]], "forces_ev_per_angstrom": [[0.283, -0.028, -0.570], [0.223, -0.382, 0.939], [-0.686, 1.801, -0.648], [-0.651, -0.093, 1.021], [-1.184, -0.033, -0.168], [-2.645, -0.714, 0.547], [-0.626, 0.184, -0.293], [1.250, -1.173, -0.933], [-1.385, -0.799, -0.604], [-0.467, -0.397, 0.017], [-0.191, -3.153, -1.454], [1.956, 2.128, 0.619], [3.185, 0.362, -0.618], [0.650, 0.044, -0.248], [-6.541, -0.769, -0.844], [3.181, -0.639, 0.242], [2.814, 0.931, 0.226], [0.921, 1.200, 0.404], [-0.663, -0.075, 0.051], [1.922, 2.768, 0.225], [-0.316, 0.483, 0.587], [-0.168, -1.033, -0.268], [0.996, 0.726, -0.417], [-0.776, 0.408, -0.734], [0.157, -0.443, 0.441], [-0.921, -0.851, 0.524], [0.453, 0.527, 1.230], [-0.645, -0.095, -0.903], [-0.789, 0.170, 0.890], [0.154, -1.360, 0.205], [-0.641, -0.791, 0.661], [1.261, -0.334, 0.404], [0.018, 0.089, -1.265], [-0.501, -1.180, -0.501], [1.020, -0.866, -0.708], [-0.434, 1.008, 0.409], [0.223, -0.437, 1.133], [0.397, 0.505, -0.791], [-0.196, 1.291, 0.696], [-0.303, 0.808, 0.883], [0.613, -0.122, 0.126], [0.317, 0.030, -0.052], [-1.328, 0.296, -0.419], [0.066, -0.017, 0.065], [0.088, 0.007, -0.014], [0.054, -0.060, 0.005], [0.344, -0.475, -0.319], [-0.149, 0.210, -0.046], [-0.373, 0.413, 0.325], [0.057, -0.004, -0.056], [-0.010, -0.025, -0.070], [0.040, -0.077, 0.015], [-0.542, 0.226, -0.224], [-0.632, 0.228, -0.380], [1.333, -0.488, 0.745], [-0.055, 0.074, -0.009], [-0.092, -0.013, -0.005], [-0.066, 0.007, -0.072]]}

---

# 2
{"formula": "C21H28O12", "method": "ωB97M-V/def2-TZVPD", "homo_ev": -9.6, "e_above_lowest_ev": 0.0000, "homo_lumo_gap_ev": 8.73, "smiles": "COCCCCCC1=CC(=O)C=CC1=O.O=C1OCCO1.O=C1OCCO1.O=C1OCCO1", "elements": ["C", "O", "C", "C", "C", "C", "C", "C", "C", "C", "O", "C", "C", "C", "O", "H", "H", "H", "H", "H", "H", "H", "H", "H", "H", "H", "H", "H", "H", "H", "H", "O", "C", "O", "C", "C", "O", "H", "H", "H", "H", "O", "C", "O", "C", "C", "O", "H", "H", "H", "H", "O", "C", "O", "C", "C", "O", "H", "H", "H", "H"], "xyz": [[1.241, -3.390, 0.742], [1.092, -2.636, -0.439], [1.938, -1.491, -0.503], [1.167, -0.231, -0.934], [1.449, 0.936, 0.025], [0.390, 1.166, 1.144], [-0.537, -0.013, 1.441], [-1.867, 0.020, 0.751], [-2.240, 0.874, -0.202], [-3.569, 0.772, -0.838], [-3.803, 1.380, -1.868], [-4.595, -0.101, -0.229], [-4.237, -0.959, 0.719], [-2.837, -1.023, 1.193], [-2.490, -1.911, 1.950], [2.253, -3.797, 0.832], [1.027, -2.809, 1.644], [0.533, -4.213, 0.702], [2.424, -1.324, 0.461], [2.743, -1.712, -1.211], [0.111, -0.453, -1.048], [1.561, 0.050, -1.910], [1.499, 1.855, -0.560], [2.423, 0.818, 0.478], [-0.169, 2.073, 0.928], [0.932, 1.380, 2.065], [-0.756, -0.023, 2.510], [-0.081, -0.976, 1.225], [-1.583, 1.653, -0.558], [-5.607, -0.057, -0.593], [-4.961, -1.629, 1.157], [4.400, 1.684, 0.411], [4.779, 2.130, 1.446], [4.601, 1.533, 2.647], [5.379, 2.240, 3.620], [5.518, 3.608, 2.982], [5.438, 3.300, 1.586], [4.861, 2.257, 4.575], [6.337, 1.733, 3.737], [4.696, 4.276, 3.241], [6.463, 4.096, 3.206], [8.084, -1.188, -4.325], [7.088, -1.182, -3.680], [7.045, -1.131, -2.324], [5.685, -0.912, -1.938], [4.910, -1.438, -3.122], [5.833, -1.227, -4.196], [5.464, -1.444, -1.016], [5.531, 0.156, -1.778], [4.693, -2.505, -3.044], [3.983, -0.896, -3.294], [-7.424, -1.243, 0.423], [-8.316, -0.664, -0.109], [-8.538, -0.662, -1.442], [-9.809, -0.048, -1.686], [-9.990, 0.810, -0.450], [-9.237, 0.090, 0.532], [-9.780, 0.521, -2.610], [-10.565, -0.831, -1.766], [-9.555, 1.804, -0.565], [-11.025, 0.905, -0.136]], "forces_ev_per_angstrom": [[0.138, -0.162, -0.008], [-0.133, 0.228, 0.140], [-0.317, -0.326, -0.027], [1.086, -0.004, 0.101], [-1.040, 0.348, -0.088], [0.660, -0.359, -0.049], [-0.343, 0.540, 0.137], [0.099, -0.020, -0.043], [-0.064, -0.224, 0.289], [-0.147, 0.464, -0.728], [-0.024, -0.012, 0.269], [0.364, -0.125, 0.234], [-0.176, 0.200, -0.132], [-0.105, -0.584, 0.386], [0.021, 0.212, -0.112], [0.035, -0.039, -0.005], [-0.008, 0.128, -0.017], [-0.034, -0.044, -0.075], [-0.091, -0.014, 0.170], [0.046, 0.003, -0.071], [-0.099, -0.071, -0.006], [-0.254, 0.059, -0.167], [0.134, 0.071, -0.006], [0.095, -0.118, -0.077], [-0.237, -0.009, 0.024], [0.030, 0.076, 0.049], [-0.004, -0.160, 0.062], [0.130, -0.084, 0.007], [-0.002, 0.043, -0.223], [-0.025, 0.076, -0.201], [0.084, -0.155, 0.109], [0.287, 0.026, -0.014], [0.014, 0.008, -0.046], [0.018, 0.026, 0.010], [0.061, 0.013, 0.128], [0.023, 0.089, 0.115], [-0.020, -0.020, 0.039], [-0.118, -0.068, -0.068], [0.008, 0.011, -0.030], [-0.019, -0.026, -0.006], [0.041, -0.023, -0.146], [0.011, 0.002, -0.011], [0.007, -0.007, -0.002], [-0.102, -0.044, -0.202], [-0.166, 0.119, 0.390], [-0.054, -0.031, -0.001], [0.013, -0.019, 0.057], [0.156, -0.024, 0.022], [-0.014, -0.007, -0.005], [0.038, -0.002, -0.010], [0.071, 0.058, -0.194], [-0.063, -0.001, 0.031], [0.035, -0.038, 0.036], [-0.040, 0.019, 0.006], [-0.108, 0.032, -0.086], [-0.089, 0.103, -0.038], [-0.021, -0.001, -0.043], [0.150, -0.031, -0.009], [0.002, -0.003, 0.032], [0.026, -0.015, -0.015], [0.034, -0.088, 0.120]]}

---

# 3
{"formula": "C21H29BN9O2Sr", "method": "ωB97M-V/def2-TZVPD", "homo_ev": [-13.8, -13.8], "total_charge": 2, "e_above_lowest_ev": 0.0000, "spin_multiplicity": 2, "homo_lumo_gap_ev": [8.96, 5.24], "elements": ["Sr", "C", "C", "C", "C", "N", "N", "B", "N", "C", "C", "C", "C", "N", "N", "C", "C", "C", "C", "N", "N", "C", "C", "C", "C", "N", "H", "H", "H", "H", "H", "H", "H", "H", "H", "H", "H", "H", "H", "H", "H", "H", "H", "H", "H", "H", "O", "C", "O", "C", "N", "C", "C", "C", "H", "H", "H", "H", "H", "H", "H", "H", "H"], "xyz": [[0.211, 0.745, -0.837], [0.355, 2.413, 2.714], [0.299, 0.915, 2.730], [0.255, 0.099, 3.858], [0.214, -1.182, 3.371], [0.235, -1.124, 2.025], [0.285, 0.188, 1.609], [0.215, -2.197, 0.931], [-1.095, -2.118, 0.094], [-2.201, -2.896, 0.170], [-3.136, -2.423, -0.716], [-2.532, -1.313, -1.310], [-3.083, -0.395, -2.359], [-1.310, -1.129, -0.816], [1.507, -2.132, 0.068], [2.604, -2.924, 0.126], [3.533, -2.462, -0.771], [2.937, -1.341, -1.353], [3.487, -0.429, -2.408], [1.724, -1.140, -0.841], [0.213, -3.694, 1.461], [0.198, -4.800, 0.539], [0.201, -5.936, 1.277], [0.219, -5.518, 2.618], [0.232, -6.267, 3.875], [0.226, -4.090, 2.666], [0.481, 2.778, 3.731], [1.192, 2.779, 2.119], [-0.561, 2.844, 2.310], [0.257, 0.406, 4.890], [0.177, -2.120, 3.896], [-2.270, -3.723, 0.859], [-4.120, -2.820, -0.902], [-4.055, -0.745, -2.699], [-3.226, 0.616, -1.972], [-2.429, -0.344, -3.230], [2.672, -3.755, 0.811], [4.508, -2.872, -0.973], [4.451, -0.790, -2.758], [2.824, -0.371, -3.271], [3.644, 0.581, -2.025], [0.188, -4.616, -0.524], [0.194, -6.951, 0.919], [0.229, -7.340, 3.713], [1.112, -5.980, 4.462], [-0.633, -5.977, 4.481], [0.328, 2.400, -2.511], [0.143, 3.280, -1.641], [-0.094, 3.058, -0.412], [0.173, 4.713, -2.119], [-0.048, 5.624, -0.921], [-1.324, 6.412, -1.167], [-1.432, 6.439, -2.679], [-0.967, 5.044, -3.096], [1.152, 4.929, -2.542], [0.744, 6.246, -0.779], [-0.123, 4.998, -0.107], [-1.240, 7.380, -0.683], [-2.128, 5.844, -0.702], [-0.774, 7.206, -3.092], [-2.446, 6.662, -2.999], [-0.619, 4.998, -4.124], [-1.773, 4.318, -2.987]], "forces_ev_per_angstrom": [[0.047, -0.411, 0.052], [0.011, -0.092, 0.028], [0.012, 0.382, -0.262], [-0.006, -0.049, 0.176], [-0.003, -0.083, 0.004], [-0.003, -0.088, -0.218], [0.019, -0.509, 0.952], [0.011, -0.021, -0.042], [0.125, 0.045, -0.097], [0.106, 0.009, 0.115], [-0.079, -0.090, 0.051], [0.011, 0.197, -0.157], [-0.044, -0.053, 0.055], [-0.516, -0.822, 0.070], [-0.099, 0.062, -0.092], [-0.103, -0.007, 0.122], [0.083, -0.083, 0.046], [-0.036, 0.198, -0.155], [0.039, -0.055, 0.049], [0.515, -0.872, 0.069], [-0.010, -0.103, -0.608], [0.001, 0.461, 0.433], [0.004, -0.073, 0.085], [0.005, 0.605, 0.049], [-0.001, 0.043, 0.005], [-0.005, -0.815, 0.022], [-0.005, 0.020, -0.012], [0.012, -0.040, -0.021], [-0.021, -0.040, -0.009], [0.000, -0.003, -0.021], [0.001, 0.054, -0.061], [0.002, 0.015, -0.013], [0.018, 0.004, -0.001], [0.008, -0.017, 0.010], [0.019, 0.002, 0.032], [0.037, -0.016, 0.010], [-0.003, 0.021, -0.015], [-0.015, 0.003, 0.002], [-0.006, -0.015, 0.010], [-0.033, -0.013, 0.012], [-0.016, 0.004, 0.030], [-0.001, 0.005, 0.033], [0.000, 0.004, 0.000], [0.000, -0.008, -0.005], [-0.002, -0.018, -0.008], [0.002, -0.018, -0.007], [0.019, 0.855, -0.207], [-0.090, -0.125, -0.139], [0.017, 1.166, -0.341], [-0.044, 0.405, 0.120], [-0.100, 0.043, -0.207], [0.172, -0.110, 0.134], [0.035, 0.039, -0.037], [0.009, 0.014, 0.002], [0.003, 0.029, -0.018], [-0.011, 0.007, -0.025], [-0.011, -0.077, 0.040], [-0.018, 0.015, -0.003], [-0.039, 0.009, -0.037], [-0.009, 0.011, 0.002], [0.000, -0.004, -0.021], [-0.007, -0.002, -0.005], [-0.011, 0.003, 0.021]]}

---

# 4
{"formula": "C21H29BrClO2S", "method": "ωB97M-V/def2-TZVPD", "homo_ev": -11.2, "total_charge": 1, "homo_lumo_gap_ev": 8.21, "elements": ["C", "C", "C", "Cl", "S", "C", "C", "C", "C", "O", "C", "C", "O", "Br", "H", "H", "H", "H", "H", "H", "H", "H", "H", "H", "H", "H", "H", "H", "H", "H", "H", "C", "C", "C", "C", "C", "C", "H", "H", "H", "H", "H", "H", "C", "C", "C", "C", "C", "C", "H", "H", "H", "H", "H", "H"], "xyz": [[1.350, 1.533, -0.726], [1.234, 0.409, -1.762], [0.106, -0.541, -1.381], [-1.422, 0.135, -1.981], [0.277, -2.217, -2.091], [2.024, -2.767, -1.995], [2.373, -3.470, -0.681], [3.905, -3.634, -0.507], [4.262, -3.235, 0.940], [5.410, -3.878, 1.429], [-0.602, -3.345, -0.975], [-2.103, -3.334, -1.168], [-2.689, -2.738, -1.922], [-2.993, -4.574, 0.049], [1.964, 1.230, 0.112], [0.357, 1.748, -0.342], [1.724, 2.431, -1.183], [0.956, 0.875, -2.697], [2.196, -0.071, -1.900], [-0.006, -0.608, -0.305], [2.705, -1.962, -2.226], [2.098, -3.499, -2.789], [2.003, -2.864, 0.138], [1.955, -4.460, -0.632], [4.130, -4.691, -0.580], [4.457, -3.054, -1.236], [3.427, -3.568, 1.551], [4.370, -2.156, 0.977], [5.704, -4.544, 0.799], [-0.262, -4.340, -1.236], [-0.353, -3.195, 0.069], [2.737, 6.752, 0.892], [3.162, 5.592, 1.524], [2.240, 4.617, 1.877], [0.894, 4.798, 1.591], [0.469, 5.957, 0.955], [1.390, 6.935, 0.609], [3.455, 7.515, 0.619], [4.213, 5.450, 1.743], [2.572, 3.715, 2.377], [0.174, 4.035, 1.864], [-0.581, 6.098, 0.731], [1.058, 7.842, 0.119], [-6.203, -1.672, 1.243], [-6.971, -0.571, 1.595], [-6.627, 0.692, 1.135], [-5.519, 0.853, 0.315], [-4.753, -0.249, -0.040], [-5.092, -1.511, 0.427], [-6.472, -2.657, 1.605], [-7.839, -0.698, 2.229], [-7.223, 1.551, 1.414], [-5.254, 1.838, -0.049], [-3.892, -0.124, -0.682], [-4.495, -2.374, 0.157]], "forces_ev_per_angstrom": [[-0.514, -0.617, 0.094], [0.054, 0.474, -0.018], [0.049, 0.442, 0.256], [0.008, -0.250, 0.051], [-0.195, 0.097, -0.970], [-0.318, -1.230, 0.800], [0.915, 0.873, -0.349], [-0.634, 0.100, 0.928], [-0.145, -0.743, -0.722], [0.435, 0.201, -0.134], [0.255, -0.109, 0.323], [2.257, -2.861, 3.488], [-2.802, 3.075, -3.884], [0.452, -0.113, 0.021], [0.237, 0.074, 0.170], [-0.122, 0.266, 0.086], [0.315, 0.317, -0.034], [0.056, -0.158, -0.451], [0.084, -0.186, 0.050], [0.121, -0.293, 0.234], [-0.205, 0.436, -0.044], [-0.100, 0.049, -0.487], [-0.151, 0.019, 0.323], [-0.537, -0.225, 0.059], [0.249, -0.205, -0.448], [0.277, -0.044, -0.177], [-0.234, 0.261, 0.320], [0.077, 0.228, 0.349], [0.037, 0.080, 0.138], [0.146, -0.256, -0.124], [0.087, 0.199, 0.141], [-0.002, 0.005, -0.011], [0.034, -0.013, -0.004], [-0.010, -0.041, -0.038], [0.006, -0.054, -0.028], [-0.031, -0.009, -0.023], [0.008, 0.000, -0.017], [-0.006, -0.003, 0.009], [-0.011, 0.014, 0.016], [0.002, 0.019, 0.020], [-0.008, 0.027, 0.033], [0.007, 0.012, 0.020], [0.002, -0.006, 0.005], [0.015, -0.034, 0.017], [-0.012, -0.002, 0.020], [-0.009, 0.004, -0.002], [0.030, 0.021, -0.005], [0.003, 0.014, 0.020], [0.010, -0.020, 0.011], [-0.006, 0.009, -0.005], [0.009, 0.003, -0.002], [-0.004, -0.009, -0.011], [-0.009, -0.009, 0.002], [-0.019, 0.000, -0.015], [-0.156, 0.168, -0.001]]}

---

no.,electronic energy (Eh)
1,-2037.2058
2,-1719.8483
3,-1516.1689
4,-4400.1543